Entry 1:
The following is a DFT calculation (wB97M-V/def2-TZVPD) of a molecular structure, C16H20O3SeSiV at a distorted geometry.

Values from the calculation:
**Kohn-Sham gap (alpha / beta)**: 0.2490 / 0.2620 hartree
**ΔE to the lowest compared entry with this formula, charge and spin**: 7.9 kcal/mol
**HOMO (alpha / beta)**: -11.35 / -11.36 eV
**Maximum force**: 0.023 Eh/bohr
**<S²>**: 2.063
**Electronic energy**: -121966.4527 eV

ORCA input file:
```
! RIJCOSX wB97M-V def2-TZVPD def2/J DEFGRID3
* xyz 1 3
V 0.05308 -0.51276 0.51081
C 0.05781 1.64112 1.86505
C 0.58553 2.21025 0.71039
C 1.78819 1.74038 0.18253
C 2.46916 0.70246 0.80930
C 1.94988 0.12564 1.97162
C 0.73747 0.59065 2.50391
H -0.88032 1.99558 2.27016
H 0.05462 3.01825 0.22610
H 2.19747 2.19310 -0.71064
H 3.39808 0.32546 0.40410
H 2.47588 -0.68525 2.45560
H 0.34405 0.15998 3.41564
O -4.46754 -0.58824 -3.20446
C -3.20745 -0.30741 -3.57937
C -2.88097 -0.10768 -4.92158
C -1.58632 0.18222 -5.29524
C -0.58104 0.28215 -4.33756
C -0.90049 0.09059 -3.01129
C -2.20414 -0.20693 -2.59968
C -2.53780 -0.42590 -1.17844
O -3.56622 -0.77681 -0.69569
O -1.48168 -0.14740 -0.30827
H -5.03945 -0.60896 -3.98160
H -3.66298 -0.18473 -5.66803
H -1.35732 0.33088 -6.34209
H 0.43600 0.50343 -4.62847
H -0.11824 0.16029 -2.26836
C -0.45664 -4.96209 1.84290
Si 0.07245 -4.71989 0.07352
C -1.33141 -4.79488 -1.14630
C 1.53656 -5.76108 -0.40552
Se 0.91900 -2.52353 -0.09111
H -0.80621 -5.98530 1.99722
H -1.27112 -4.28461 2.10297
H 0.37177 -4.78432 2.53004
H -1.76180 -5.79844 -1.17428
H -0.98845 -4.54875 -2.15225
H -2.12307 -4.09508 -0.87343
H 1.27013 -6.81936 -0.35723
H 2.38031 -5.59500 0.26543
H 1.86322 -5.54102 -1.42249
*
```


Entry 2:
The following is a DFT calculation (wB97M-V/def2-TZVPD) of 8 unconnected molecules or ions with the total composition C16H32Cl16 at a distorted geometry.

Values from the calculation:
**Kohn-Sham gap**: 0.3965 hartree
**SMILES string**: ClCCCl.ClCCCl.ClCCCl.ClCCCl.ClCCCl.ClCCCl.ClCCCl.ClCCCl
**ΔE to the lowest compared entry with this formula, charge and spin**: 14.9 kcal/mol
**HOMO**: -10.73 eV
**Maximum force**: 0.031 Eh/bohr
**Electronic energy**: -217471.6371 eV

ORCA input file:
```
! RIJCOSX wB97M-V def2-TZVPD def2/J DEFGRID3
* xyz 0 1
Cl 5.54351 5.37679 2.51938
C 5.07916 3.99312 3.46033
C 5.30896 2.73879 2.68205
Cl 4.24521 2.48061 1.28392
H 4.05945 4.14990 3.79524
H 5.74501 3.90281 4.30961
H 5.06532 1.91455 3.33539
H 6.34322 2.69378 2.40519
Cl 0.68382 -2.27795 -7.74857
C 1.17634 -2.95007 -6.16391
C 1.68067 -1.95020 -5.18332
Cl 0.54829 -0.59704 -4.91086
H 1.93792 -3.70588 -6.33454
H 0.35086 -3.49538 -5.74981
H 2.67723 -1.57745 -5.44606
H 1.77526 -2.43535 -4.20403
Cl 3.10571 -1.97337 2.49131
C 1.50418 -1.72181 3.20766
C 1.47343 -0.40844 3.91103
Cl 2.61050 -0.35412 5.23815
H 1.33144 -2.55995 3.88312
H 0.74842 -1.72438 2.42418
H 0.52204 -0.10074 4.30595
H 1.77543 0.33069 3.15345
Cl -0.41616 -0.89385 -1.12896
C 0.88705 0.25452 -1.34251
C 1.29609 0.75077 0.02245
Cl -0.08121 1.64436 0.85272
H 0.60909 1.00704 -2.09837
H 1.73904 -0.31654 -1.75862
H 2.19267 1.38188 -0.00736
H 1.53491 -0.12453 0.65341
Cl -4.48552 4.68032 4.38105
C -3.32244 3.39707 4.27943
C -3.19635 2.93318 2.87129
Cl -4.66345 2.00906 2.19945
H -3.60745 2.57136 4.92695
H -2.36908 3.81117 4.63477
H -2.33414 2.24888 2.90315
H -2.95470 3.72243 2.17751
Cl -4.56752 -2.82769 2.60183
C -3.63697 -1.69681 1.55880
C -2.17610 -1.83738 1.89530
Cl -1.48472 -3.30938 1.23863
H -3.99995 -0.70167 1.71023
H -3.85288 -2.01709 0.53293
H -2.08904 -1.92484 2.97615
H -1.59769 -0.95893 1.59190
Cl -1.32375 2.50257 -4.72467
C -2.37583 2.04951 -3.32143
C -2.17436 3.15467 -2.29294
Cl -3.47244 3.12403 -1.07979
H -2.01604 1.08544 -2.97567
H -3.39809 2.03584 -3.63302
H -2.16475 4.09432 -2.84662
H -1.24265 3.08317 -1.70581
Cl -1.67410 -4.93749 -4.41905
C -1.11540 -3.90104 -3.09452
C -0.14770 -4.65272 -2.15569
Cl 1.43812 -4.83817 -2.92378
H -1.94724 -3.58439 -2.47685
H -0.57995 -3.04890 -3.53928
H -0.53748 -5.63656 -1.88885
H 0.01683 -4.08255 -1.25907
*
```


Entry 3:
The following is a DFT calculation (wB97M-V/def2-TZVPD) of 16 unconnected molecules or ions with the total composition C30H67F13N18O32P at a distorted geometry.

Values from the calculation:
**Kohn-Sham gap**: 0.1978 hartree
**ΔE to the lowest compared entry with this formula, charge and spin**: 0.0 kcal/mol
**HOMO**: -4.49 eV
**Maximum force**: 0.055 Eh/bohr
**Electronic energy**: -169108.0592 eV

ORCA input file:
```
! RIJCOSX wB97M-V def2-TZVPD def2/J DEFGRID3
* xyz -1 1
N 0.54517 2.94144 1.98616
C 0.98905 3.02823 0.79712
C 0.07646 3.55945 -0.30048
P 0.51009 2.85427 -2.06656
C -1.34028 2.50389 -2.45367
C -1.79728 1.07374 -2.00028
C -3.31052 1.00333 -1.55664
C -4.12348 0.09249 -2.49615
C -5.32781 -0.62237 -1.82321
N -5.06179 -1.04185 -0.43693
C 1.14489 2.19943 -3.73604
C 1.29607 0.66594 -3.84487
C 2.54896 0.06981 -3.17918
F 3.15202 -0.72848 -4.14775
F 3.42932 1.03799 -2.94167
C 2.28655 -0.88423 -1.97238
F 1.08953 -0.70560 -1.45212
F 2.21789 -2.15586 -2.46630
C 3.29931 -0.89154 -0.78404
F 3.72606 0.29909 -0.42570
F 2.57374 -1.27751 0.30119
C 4.46133 -1.92938 -0.78506
F 3.96518 -3.15193 -0.56062
F 5.20491 -1.66490 0.29314
C 5.44350 -2.05132 -1.97404
F 6.37231 -2.94037 -1.55454
F 4.92589 -2.63264 -3.04757
C 6.25757 -0.77775 -2.41013
F 5.84401 -0.29371 -3.54036
F 6.35009 0.13130 -1.48812
F 7.51597 -1.17737 -2.65860
O 2.25041 3.37339 -1.71420
N 2.48683 4.64188 -2.08769
O 3.52625 4.74978 -2.67582
H -0.42168 3.26854 2.01556
H 2.02611 2.72071 0.65245
H -0.94498 3.29183 0.00605
H 0.20739 4.65120 -0.33623
H 0.70136 1.57695 -1.40336
H 0.29609 4.18637 -2.57371
H -1.99024 3.20993 -1.91633
H -1.61324 2.59692 -3.50597
H -1.18421 0.64976 -1.19784
H -1.75573 0.44813 -2.90489
H -3.30750 0.66223 -0.51561
H -3.74411 2.01333 -1.55818
H -3.51928 -0.69193 -2.96887
H -4.50780 0.70395 -3.32769
H -6.26884 -0.05257 -1.94342
H -5.49225 -1.55027 -2.39486
H -5.33248 -0.26960 0.15809
H -5.70728 -1.78908 -0.21985
H 0.41160 2.48384 -4.49228
H 2.04507 2.75856 -4.02117
H 1.35902 0.44292 -4.91882
H 0.35828 0.20714 -3.51251
C 0.25620 -3.96941 -1.40312
N -0.96191 -4.76847 -1.09126
O -1.26668 -5.65690 -1.86109
O -1.56994 -4.47153 -0.07938
H 0.68928 -4.34373 -2.32447
H -0.04983 -2.93332 -1.51122
H 0.94711 -4.08815 -0.57241
C 3.58300 -3.51717 -5.46859
N 2.89052 -4.69181 -6.06637
O 2.75852 -4.71666 -7.27359
O 2.50380 -5.54965 -5.29439
H 3.87080 -2.83862 -6.26437
H 2.88813 -3.03806 -4.78567
H 4.45515 -3.88924 -4.94262
C 1.56080 1.24306 5.17200
N 0.72059 2.30921 5.78040
O -0.39512 2.45862 5.33899
O 1.22333 2.96158 6.68440
H 0.98707 0.75825 4.38928
H 2.44556 1.71796 4.76329
H 1.81807 0.54281 5.96000
C 4.17414 -6.26846 0.26842
N 4.82965 -7.25702 1.16894
O 5.27106 -8.27123 0.66596
O 4.87579 -6.97476 2.35054
H 4.20517 -6.64853 -0.74701
H 3.14842 -6.14848 0.60617
H 4.72500 -5.33622 0.34987
C 5.09471 -1.77286 5.65499
N 4.16053 -0.77317 6.24194
O 4.22640 0.36996 5.83263
O 3.39115 -1.17265 7.09378
H 5.71357 -1.27614 4.91594
H 5.69940 -2.16933 6.46574
H 4.49294 -2.55315 5.19719
C 2.56463 5.49154 3.99872
N 1.75469 6.38003 3.12186
O 1.40789 7.45989 3.57405
O 1.49829 5.95570 2.01959
H 2.71836 5.98850 4.95076
H 2.00578 4.56705 4.12508
H 3.51073 5.31140 3.49591
C 3.64775 3.17773 8.64164
N 4.42006 4.27024 9.29628
O 3.84829 4.94904 10.12661
O 5.58045 4.40991 8.95236
H 2.63668 3.16932 9.03770
H 3.63906 3.37875 7.57458
H 4.15794 2.24324 8.86028
C -2.07058 -5.86111 2.78523
N -2.49012 -5.11788 4.00555
O -3.42734 -5.56411 4.64501
O -1.86726 -4.11478 4.28158
H -2.71340 -6.72761 2.66810
H -2.17127 -5.18886 1.93738
H -1.03582 -6.16172 2.92663
C -6.13546 -7.98132 4.91492
N -6.16617 -7.49557 3.50837
O -7.10579 -6.80141 3.17594
O -5.24368 -7.83240 2.79236
H -7.01255 -7.60736 5.43133
H -6.13714 -9.06749 4.88508
H -5.22567 -7.60058 5.37211
C -1.11472 2.37387 10.19575
N 0.33042 2.01984 10.22147
O 1.13130 2.93308 10.28644
O 0.60816 0.83856 10.17277
H -1.20740 3.45315 10.24318
H -1.52814 1.98918 9.26748
H -1.58097 1.90446 11.05755
C -2.07318 5.60213 -6.03242
N -1.38809 4.56044 -5.21911
O -0.95553 3.58594 -5.81302
O -1.31741 4.76605 -4.02786
H -2.06622 5.29365 -7.07327
H -3.08982 5.68914 -5.66362
H -1.52578 6.53176 -5.90231
C -5.91916 5.19354 -8.29456
N -5.35069 5.45593 -6.94537
O -5.14296 4.49800 -6.22963
O -5.13317 6.61994 -6.65706
H -6.05820 4.12566 -8.41266
H -6.86378 5.71135 -8.35900
H -5.20908 5.57524 -9.02531
C -7.61129 -1.57658 3.64424
N -6.91204 -1.82611 2.35369
O -6.95653 -0.95077 1.50767
O -6.34443 -2.89085 2.23689
H -8.06937 -0.59437 3.60583
H -8.36275 -2.35212 3.76317
H -6.86698 -1.62786 4.43400
C -9.14040 5.44126 -5.03063
N -8.39107 5.25492 -6.30117
O -8.39860 6.17822 -7.09967
O -7.82302 4.19195 -6.44734
H -9.59188 6.42709 -5.03643
H -9.89927 4.66533 -4.98335
H -8.42834 5.34377 -4.21546
C 7.67510 -3.59607 -4.67121
N 8.46450 -3.89779 -5.89761
O 8.48115 -3.05901 -6.77623
O 9.03840 -4.96899 -5.92934
H 7.22248 -2.61720 -4.78149
H 6.91512 -4.36694 -4.57459
H 8.35930 -3.61321 -3.82784
*
```